Run i
# C4H16O4

5 unconnected molecules or ions with the total composition C4H16O4 (the ωB97M-V functional and the def2-TZVPD basis, OMol25).

Last column: Löwdin charge in e.
Geometry (Å):
C (1.7497, -0.1680, 0.3867)  -0.08
C (1.3036, 1.2658, 0.3906)  -0.42
C (0.3471, 1.6808, 1.2316)  0.02
C (1.6594, 2.1091, -0.8132)  -0.07
H (2.3987, -0.2714, 1.2649)  0.08
H (2.3645, -0.4532, -0.4666)  0.07
H (0.9407, -0.8955, 0.4433)  0.07
H (0.0992, 2.7317, 1.1829)  0.06
H (0.0795, 1.0566, 2.0662)  0.05
H (2.7182, 2.3871, -0.7667)  0.08
H (1.1554, 3.0769, -0.7891)  0.07
H (1.4250, 1.5439, -1.7132)  0.08
H (0.1405, -1.5425, -1.7773)  0.00
H (1.1017, -2.4934, -2.4810)  0.04
O (0.6193, -1.6614, -2.6076)  -0.07
H (-3.3859, -1.8598, -0.3061)  0.05
H (-2.2734, -2.3279, 0.6541)  0.00
O (-2.7255, -2.5535, -0.1610)  -0.05
H (-1.7356, 0.6898, -2.4581)  0.06
H (-1.1518, 1.0333, -1.0857)  0.02
O (-1.5202, 0.2982, -1.5951)  -0.06
H (-1.3273, -0.7595, 3.6249)  0.03
H (-1.8776, -1.6653, 2.4782)  0.00
O (-2.1051, -1.2218, 3.2971)  -0.04

Output
2S+1: 1
LUMO level: 0.335 eV
Kohn-Sham gap: 9.97 eV
SMILES: C=C(C)C.O.O.O.O

***

Run ii
# C4H16O4

5 unconnected molecules or ions with the total composition C4H16O4 (the ωB97M-V functional and the def2-TZVPD basis, OMol25).

Last column: Löwdin charge in e.
Geometry (Å):
C (-2.0216, 0.0595, 0.5047)  -0.07
C (-0.9770, -0.8185, 1.0854)  -0.41
C (-0.1505, -0.5050, 2.0853)  0.02
C (-0.9334, -2.2329, 0.5427)  -0.08
H (-3.0281, -0.3329, 0.3966)  0.08
H (-1.7410, 0.2997, -0.5245)  0.06
H (-2.1613, 0.9722, 1.0892)  0.08
H (0.5937, -1.2498, 2.3492)  0.06
H (-0.1259, 0.4499, 2.5980)  0.06
H (-1.0376, -2.2032, -0.5421)  0.06
H (-1.7621, -2.8937, 0.8431)  0.09
H (-0.0189, -2.7745, 0.7330)  0.07
H (-0.8808, -0.6070, -4.0102)  0.08
H (-1.4158, 0.3403, -2.9771)  0.03
O (-0.6603, -0.2174, -3.1302)  -0.06
H (1.7911, 2.3374, 2.8293)  0.03
H (1.9209, 2.2668, 1.3180)  0.00
O (1.5278, 2.8082, 2.0253)  -0.08
H (0.8566, 1.5329, -2.1652)  0.03
H (1.4413, 0.3092, -2.8762)  0.04
O (1.6776, 1.1330, -2.4263)  -0.05
H (2.1585, 0.6613, -0.6736)  0.01
H (2.2478, 0.0396, 0.7715)  0.01
O (2.6990, 0.6251, 0.1540)  -0.08

Output
2S+1: 1
LUMO level: 0.094 eV
Kohn-Sham gap: 9.58 eV
SMILES: C=C(C)C.O.O.O.O

***

Which of them is most stable, and which least? Most stable: run ii; least stable: run i.

***

Run i
# C4H16O4

4 unconnected molecules or ions with the total composition C4H16O4 (the ωB97M-V functional and the def2-TZVPD basis, OMol25).

Last column: Löwdin charge in e.
Geometry (Å):
C (0.3429, 0.4042, -1.3487)  -0.12
O (0.6987, 1.1603, -0.1696)  -0.13
H (-0.3256, 0.9881, -1.9800)  0.07
H (1.2192, 0.1337, -1.9409)  0.08
H (-0.1560, -0.5318, -1.0923)  0.07
H (1.1329, 0.4871, 0.3662)  0.04
C (2.8377, -1.3071, 2.4270)  -0.14
O (2.4737, -0.8253, 1.1417)  -0.13
H (3.1501, -2.3527, 2.3947)  0.08
H (3.7017, -0.7800, 2.8358)  0.08
H (1.9735, -1.1589, 3.0714)  0.09
H (3.2798, -0.6370, 0.6541)  0.09
C (-2.1842, -3.0354, -0.3822)  -0.17
O (-1.6775, -2.4273, 0.7967)  -0.12
H (-2.5851, -4.0336, -0.1974)  0.07
H (-2.9189, -2.4303, -0.9093)  0.08
H (-1.3512, -3.1850, -1.0745)  0.07
H (-1.1181, -3.0423, 1.2754)  0.07
C (-1.7259, 3.9625, -1.0921)  -0.15
O (-0.3451, 3.7374, -0.7221)  -0.14
H (-1.7777, 4.9472, -1.5525)  0.07
H (-2.0456, 3.1803, -1.7819)  0.07
H (-2.3760, 3.9399, -0.2160)  0.07
H (-0.2233, 2.8061, -0.5034)  0.01

Output
2S+1: 1
LUMO level: 0.514 eV
Kohn-Sham gap: 10.07 eV
SMILES: CO.CO.CO.CO

***

Run ii
# C4H16O4

4 unconnected molecules or ions with the total composition C4H16O4 (the ωB97M-V functional and the def2-TZVPD basis, OMol25).

Last column: Löwdin charge in e.
Geometry (Å):
C (1.0642, 0.9988, 0.5377)  -0.23
O (-0.0820, 1.7222, 0.0209)  -0.11
C (1.8594, 0.4178, -0.6209)  -0.20
C (1.5489, -1.0150, -1.0160)  -0.25
C (0.9302, -1.1729, -2.4353)  -0.11
H (1.6892, 1.6989, 1.1031)  0.12
H (0.6616, 0.3586, 1.3211)  0.10
H (-0.7648, 1.0495, 0.1258)  0.06
H (2.9428, 0.5834, -0.6339)  0.11
H (1.6009, 1.1106, -1.4342)  0.11
H (0.6898, -1.4332, -0.4659)  0.08
H (2.3349, -1.7044, -0.7038)  0.10
H (0.0090, -0.5998, -2.5124)  0.07
H (0.7352, -2.2323, -2.5845)  0.06
H (1.6008, -0.7807, -3.1993)  0.07
H (-2.0647, 2.1066, 1.8183)  0.01
H (-1.4716, 2.7971, 0.6226)  0.02
O (-2.3254, 2.5204, 0.9887)  -0.08
H (-2.0664, -1.6704, -0.1951)  0.06
H (-2.4975, -2.3423, 1.1252)  0.06
O (-1.8516, -1.7372, 0.7407)  -0.05
H (-2.1820, -0.1544, 1.9395)  0.02
H (-0.8970, -0.5855, 2.9318)  0.04
O (-1.4638, 0.0642, 2.5259)  -0.06

Output
2S+1: 1
LUMO level: 0.210 eV
Kohn-Sham gap: 10.32 eV
SMILES: CCCCO.O.O.O

***

Which of them is most stable, and which least? Most stable: run ii; least stable: run i.

***

Run i
# C9H13NO2

2 unconnected molecules or ions with the total composition C9H13NO2 (the ωB97M-V functional and the def2-TZVPD basis, OMol25).

Last column: Löwdin charge in e.
Geometry (Å):
C (2.7854, 0.3108, 1.5954)  -0.05
C (1.3020, -1.7202, 1.5420)  -0.04
C (1.3379, -0.2669, 1.5980)  -0.27
C (0.0657, -2.3025, 1.1978)  -0.03
C (0.1601, 0.4609, 1.5648)  -0.10
C (-1.0862, -1.5090, 1.0152)  -0.35
C (-1.0166, -0.1579, 1.3877)  -0.07
O (-1.9737, -2.0795, 0.1554)  0.01
H (2.2838, -2.2104, 1.6041)  0.11
H (-0.1352, -3.5126, 1.1198)  0.17
H (2.8050, 1.2796, 2.0714)  0.06
H (3.0870, 0.1901, 0.5670)  0.07
H (0.1101, 1.6067, 1.7946)  0.15
H (-1.9521, 0.3101, 1.1940)  0.10
H (-2.0590, -1.4682, -0.6574)  0.14
H (3.3909, -0.3506, 2.2726)  0.08
C (-1.5170, 2.0481, -1.6773)  -0.05
C (-1.3566, 0.8059, -2.6043)  -0.55
O (-2.3653, 0.2785, -2.9288)  0.07
N (-0.0009, 0.3758, -2.8208)  0.19
H (-2.4261, 2.1239, -0.9449)  0.10
H (-1.6911, 2.8538, -2.3798)  0.04
H (0.0946, -0.4928, -3.1509)  0.04
H (0.7676, 0.8526, -2.5319)  0.05
H (-0.6102, 2.5738, -0.9840)  0.13

Output
2S+1: 1
LUMO level: 0.595 eV
Kohn-Sham gap: 8.94 eV
SMILES: Cc1ccc(O)cc1.CC(N)=O

***

Run ii
# C9H13NO2

A single C9H13NO2 molecule (the ωB97M-V functional and the def2-TZVPD basis, OMol25).

Last column: Löwdin charge in e.
Geometry (Å):
C (2.7477, -0.4094, -1.3888)  -0.07
C (2.1219, 0.5945, -2.2050)  -0.11
C (2.4117, -1.1447, -0.2902)  -0.02
C (1.2079, 1.4172, -1.7995)  -0.05
C (0.3423, -0.0229, 0.2750)  0.11
C (-1.0551, 0.0922, 2.3038)  -0.02
C (-1.7169, -1.3905, 0.4122)  -0.09
C (-1.8202, 1.1276, -0.0121)  -0.05
C (-1.1169, -0.0885, 0.7130)  -0.56
N (1.1527, -1.0570, 0.3540)  -0.27
O (0.8625, -1.9775, 1.1927)  -0.10
O (0.6361, 2.6040, -1.8131)  0.11
H (3.6517, -0.7905, -1.8008)  0.09
H (2.6321, 0.8393, -3.0986)  0.10
H (2.9300, -2.0249, 0.1327)  0.14
H (-1.9712, 0.3494, 2.7063)  0.04
H (-0.7458, -0.8054, 2.8085)  0.08
H (-0.4757, 1.0131, 2.4814)  0.09
H (-1.7483, -1.6082, -0.6243)  0.07
H (-1.3611, -2.2406, 0.9919)  0.08
H (-2.8906, -1.3682, 0.6938)  0.14
H (-2.9093, 1.2634, 0.0623)  0.09
H (-1.2719, 2.0654, 0.2792)  0.08
H (-1.4602, 1.0259, -1.0821)  0.08
H (-0.1534, 2.5364, -1.2923)  0.06

Output
2S+1: 1
LUMO level (spin up / spin down): -0.059 / -0.620 eV
Kohn-Sham gap (spin up / spin down): 8.06 / 7.37 eV

***

Which of them is most stable, and which least? Most stable: run i; least stable: run ii.

***

Run i
# C9H13NO2

2 unconnected molecules or ions with the total composition C9H13NO2 (the ωB97M-V functional and the def2-TZVPD basis, OMol25).

Last column: Löwdin charge in e.
Geometry (Å):
C (-4.6073, -1.3029, -1.4602)  0.00
C (-3.8222, -0.2706, -0.6724)  -0.58
O (-4.3320, 0.5323, 0.0816)  0.04
N (-2.4564, -0.3971, -0.6632)  0.15
H (-4.9139, -0.8592, -2.4056)  0.08
H (-5.4076, -1.4958, -0.7872)  0.07
H (-2.0012, 0.1554, 0.0456)  0.11
H (-1.8811, -0.9464, -1.2669)  0.07
H (-4.0073, -2.1838, -1.6704)  0.07
C (4.2250, 2.0889, 0.6078)  -0.05
C (1.0493, -0.6997, 0.3104)  -0.33
C (1.3099, 0.1185, -0.7704)  -0.02
C (1.7473, -0.6343, 1.5065)  -0.01
C (2.3715, 1.0281, -0.6350)  -0.05
C (2.7859, 0.2733, 1.6293)  -0.03
C (3.1355, 1.0243, 0.5104)  -0.29
O (-0.0382, -1.5364, 0.3348)  0.02
H (-0.4518, -1.8001, -0.4753)  0.07
H (0.7704, 0.0040, -1.7006)  0.11
H (1.4253, -1.2462, 2.3336)  0.12
H (2.4244, 1.7861, -1.4054)  0.11
H (3.3247, 0.4693, 2.5444)  0.11
H (3.6900, 2.9763, 0.2623)  0.08
H (5.1103, 1.9129, -0.0011)  0.08
H (4.5996, 2.3114, 1.6005)  0.07

Output
2S+1: 1
LUMO level: 0.467 eV
Kohn-Sham gap: 9.08 eV
SMILES: Cc1ccc(O)cc1.CC(N)=O

***

Run ii
# C9H13NO2

A single C9H13NO2 molecule (the ωB97M-V functional and the def2-TZVPD basis, OMol25).

Last column: Löwdin charge in e.
Geometry (Å):
C (1.5184, -0.3823, -0.0972)  -0.13
C (1.9359, 0.8686, -0.1213)  -0.08
C (0.2913, -0.7437, 0.5084)  -0.13
C (-0.3920, -1.7203, 0.0518)  -0.02
C (1.2749, 2.0819, 0.2540)  -0.34
C (-1.0159, -4.1546, -0.1050)  -0.08
C (-1.8039, -2.3731, -1.8878)  -0.02
C (-0.4386, 4.3023, 1.5422)  -0.02
C (-0.9659, -2.7033, -0.5967)  -0.29
N (0.0538, 2.0435, 0.6361)  0.05
O (2.0107, 3.2958, 0.1827)  0.03
O (-0.7791, 2.9673, 1.1016)  -0.12
H (2.1804, -1.0907, -0.6173)  0.12
H (3.0460, 0.9929, -0.6122)  0.16
H (-0.1839, 0.0368, 1.3139)  0.17
H (-0.3934, -4.7101, -0.8203)  0.06
H (-1.9567, -4.8214, -0.1374)  0.10
H (-0.4914, -4.2629, 0.9212)  0.10
H (-2.7207, -2.0207, -1.7738)  0.02
H (-1.8195, -3.1588, -2.4960)  0.02
H (-1.1096, -1.5877, -2.4128)  0.12
H (-0.2289, 4.4763, 2.5168)  0.05
H (-1.3242, 4.7455, 1.2749)  0.07
H (0.3949, 4.6260, 0.9470)  0.07
H (2.9175, 3.2927, 0.4270)  0.08

Output
2S+1: 1
LUMO level: 0.655 eV
Kohn-Sham gap: 8.68 eV
SMILES: CO/N=C(O)/C=C\C=C=C(C)C

***

Which of them is most stable, and which least? Most stable: run i; least stable: run ii.